Record 1
18
Properties=species:S:1:pos:R:3:forces:R:3:lowdin_charge:R:1 method="wB97M-V/def2-TZVPD" total_charge=0 homo_energy_ev=-8.5 smiles="C=CN.CCN"
C 1.785 -1.448 -2.649 -1.74 0.57 0.25 -0.022
C 2.081 -1.485 -1.335 0.18 1.29 0.00 -0.290
N 2.876 -0.612 -0.571 -1.04 0.99 0.20 0.004
H 2.177 -0.981 -3.575 0.43 0.20 1.41 0.055
H 0.678 -1.514 -2.696 0.64 -1.75 -0.73 0.051
H 1.593 -2.151 -0.646 -1.40 -0.15 -0.38 0.083
H 3.828 -0.710 -0.539 2.56 -0.07 0.11 0.029
H 2.455 -0.118 0.230 0.37 -1.08 -0.86 0.090
C -2.807 0.485 0.466 1.72 -0.20 -2.07 -0.133
C -2.247 1.665 1.366 -1.66 -3.40 0.54 -0.331
N -1.230 1.192 2.286 1.47 -0.93 2.03 -0.062
H -3.353 -0.326 0.954 -0.83 0.68 0.02 0.047
H -3.177 0.848 -0.591 -0.07 -0.70 2.30 0.092
H -1.909 -0.140 0.150 -0.52 0.97 0.27 0.057
H -1.839 2.288 0.625 0.67 1.51 -0.29 0.073
H -3.089 2.100 1.959 0.87 0.06 -0.66 0.111
H -1.427 0.542 3.097 -0.71 1.35 -1.56 0.089
H -0.341 0.801 1.942 -0.93 0.67 -0.59 0.057

---

Record 2
18
Properties=species:S:1:pos:R:3:forces:R:3:lowdin_charge:R:1 method="wB97M-V/def2-TZVPD" total_charge=0 homo_energy_ev=-8.9 smiles="C=CC.NCN"
C -1.987 -0.380 0.502 -2.41 1.42 -3.87 -0.006
C -2.189 0.551 -0.472 0.27 -1.80 0.55 -0.250
C -1.533 1.886 -0.511 -0.97 -0.09 0.01 -0.135
H -2.662 -1.228 0.437 0.64 -0.31 0.64 0.051
H -1.269 -0.119 1.191 1.32 -0.19 1.97 0.013
H -2.878 0.377 -1.347 0.54 0.03 1.21 0.106
H -1.227 2.050 -1.545 -0.11 0.83 0.21 0.074
H -0.762 2.115 0.198 0.90 -0.63 0.26 0.055
H -2.326 2.519 -0.102 -0.09 0.73 -0.98 0.080
N 1.632 0.078 1.016 0.35 -0.03 -0.88 -0.032
C 1.818 -1.359 0.578 -0.12 0.99 1.14 -0.400
N 2.015 -1.557 -0.808 -1.64 0.61 -2.51 -0.039
H 2.565 0.537 1.231 -1.60 -0.80 -0.68 0.075
H 1.188 0.551 0.189 0.74 -0.24 1.28 0.047
H 0.963 -2.014 0.839 0.14 0.83 0.18 0.102
H 2.655 -1.713 1.162 0.37 -0.35 0.00 0.093
H 1.153 -1.157 -1.328 1.97 -1.01 0.97 0.102
H 2.844 -1.136 -1.231 -0.28 0.02 0.48 0.064

---

Record 3
18
Properties=species:S:1:pos:R:3:forces:R:3:lowdin_charge:R:1 method="wB97M-V/def2-TZVPD" total_charge=0 homo_energy_ev=-9.1 smiles=CC[C@H](N)CN
C -0.688 0.508 2.160 -3.59 -0.78 -1.57 -0.138
C 0.188 0.579 0.931 2.15 0.26 -0.96 -0.280
C -0.380 -0.261 -0.251 -0.75 -0.10 0.05 -0.382
N -0.748 -1.591 0.283 3.58 0.51 1.79 0.011
C 0.654 -0.267 -1.481 -2.95 0.61 -0.32 -0.239
N 1.109 1.091 -1.808 1.01 -0.43 0.50 -0.027
H -1.099 -0.526 2.179 0.97 0.29 0.64 0.044
H -0.310 0.799 3.141 -0.16 0.37 -0.41 0.061
H -1.779 0.932 1.823 2.58 0.10 1.24 0.122
H 1.283 0.256 1.079 -1.47 -0.05 0.24 0.128
H 0.386 1.599 0.546 -0.52 -0.33 0.33 0.091
H -1.425 0.151 -0.471 1.52 -0.06 -0.36 0.150
H 0.083 -2.215 0.454 -0.72 1.21 0.05 0.105
H -1.256 -2.131 -0.306 -2.28 -1.53 -2.51 0.015
H 1.467 -0.903 -1.172 0.58 0.07 0.10 0.094
H 0.230 -0.703 -2.445 0.00 -0.11 1.43 0.114
H 1.842 0.923 -2.478 0.19 0.70 -0.29 0.056
H 0.441 1.760 -2.186 -0.11 -0.73 0.05 0.075

---

Record 4
18
Properties=species:S:1:pos:R:3:forces:R:3:lowdin_charge:R:1 method="wB97M-V/def2-TZVPD" total_charge=0 homo_energy_ev=-8.6 smiles=CNCCCN
C 2.523 -1.354 0.442 -0.16 0.27 -0.96 -0.145
N 1.195 -0.831 0.858 1.43 -0.10 0.15 -0.129
C 0.766 0.388 0.086 0.29 -1.33 0.94 -0.227
C -0.537 0.054 -0.659 -0.20 1.95 0.31 -0.184
C -1.679 0.994 -0.169 -0.28 -1.06 0.16 -0.300
N -2.981 0.523 -0.624 -0.29 -0.61 0.16 -0.022
H 2.805 -0.991 -0.552 -0.35 0.02 -0.07 0.064
H 3.363 -1.002 1.052 -0.20 -0.33 0.33 0.071
H 2.504 -2.438 0.326 0.14 -0.05 0.44 0.065
H 1.353 -0.706 1.861 -0.83 0.62 -0.46 0.091
H 1.614 0.650 -0.539 -0.18 0.29 -0.37 0.092
H 0.609 1.205 0.785 -0.07 0.25 0.06 0.100
H -0.777 -0.970 -0.404 -0.20 -0.15 -0.39 0.097
H -0.482 0.268 -1.726 0.24 -0.64 -0.17 0.099
H -1.557 2.020 -0.509 0.40 0.08 0.06 0.107
H -1.643 0.975 0.927 -0.08 0.28 -0.02 0.104
H -3.570 0.094 0.086 0.29 0.36 -0.37 0.066
H -3.505 1.121 -1.239 0.03 0.16 0.18 0.053

---

Record 5
18
Properties=species:S:1:pos:R:3:forces:R:3:lowdin_charge:R:1 method="wB97M-V/def2-TZVPD" total_charge=0 homo_energy_ev="-6.5 / -6.5"
C -1.339 0.592 0.143 0.57 -0.02 -0.05 -0.129
C -2.014 -0.720 -0.202 0.01 0.00 0.00 -0.138
H -1.757 -1.043 -1.211 0.00 0.03 0.04 0.072
H -1.490 0.938 1.164 0.01 0.00 -0.02 0.093
H -1.532 1.391 -0.562 0.02 -0.01 0.01 0.087
H -0.039 0.057 0.308 -0.22 -0.30 0.10 0.046
H -3.102 -0.600 -0.153 0.09 0.01 0.01 0.073
H -1.728 -1.510 0.492 0.00 0.04 -0.02 0.068
N 1.079 -1.002 0.461 -0.12 0.59 -0.10 -0.144
N 1.360 -1.695 -0.731 -0.08 0.06 -0.10 -0.091
C 0.693 0.966 -0.133 -0.15 -0.16 0.06 -0.210
C 1.112 2.011 0.592 -0.05 -0.12 0.00 -0.078
H 1.938 -0.702 0.918 -0.04 -0.05 -0.05 0.051
H 0.993 -2.638 -0.684 0.08 0.07 0.03 0.060
H 2.344 -1.723 -0.977 -0.09 0.00 0.09 0.064
H 0.866 0.793 -1.187 -0.01 -0.05 0.03 0.096
H 0.851 2.148 1.632 -0.03 -0.01 -0.02 0.042
H 1.767 2.738 0.131 -0.01 -0.07 -0.02 0.038

---

Record 6
18
Properties=species:S:1:pos:R:3:forces:R:3:lowdin_charge:R:1 method="wB97M-V/def2-TZVPD" total_charge=0 homo_energy_ev=-8.0 smiles=CNC(C)NC
C 1.879 -0.927 -0.193 -0.01 -0.30 0.26 -0.141
N 1.209 0.263 0.276 0.00 0.69 1.50 -0.105
C -0.076 0.611 -0.297 -0.50 -0.12 0.84 -0.475
C -0.255 2.127 -0.216 0.03 -0.32 -0.28 -0.059
N -1.167 -0.020 0.437 -0.74 0.32 -0.84 -0.102
C -1.561 -1.374 0.118 0.08 -0.01 0.21 -0.138
H 1.426 -1.879 0.124 -0.03 0.05 -0.09 0.065
H 1.907 -0.910 -1.284 0.04 0.01 0.04 0.079
H 2.907 -0.914 0.174 0.01 -0.09 -0.11 0.071
H 0.987 0.250 1.310 1.01 -0.24 -1.52 0.133
H -0.122 0.274 -1.340 0.00 0.04 0.16 0.141
H -0.246 2.456 0.821 0.02 -0.01 0.17 0.070
H -1.208 2.410 -0.656 -0.05 0.09 -0.04 0.071
H 0.566 2.618 -0.731 0.03 0.10 -0.06 0.070
H -1.202 0.204 1.424 0.14 0.02 -0.24 0.108
H -0.991 -2.142 0.658 -0.10 -0.08 -0.05 0.065
H -1.427 -1.555 -0.948 0.05 0.06 -0.03 0.078
H -2.626 -1.495 0.324 0.03 -0.20 0.08 0.070

---

Record 7
18
Properties=species:S:1:pos:R:3:forces:R:3:lowdin_charge:R:1 method="wB97M-V/def2-TZVPD" total_charge=+2 homo_energy_ev=-18.9 smiles="[NH3+]/C=C/CC[NH3+]"
N -3.100 -0.044 -0.473 0.45 0.50 -0.43 0.222
C -1.720 0.316 -0.008 -0.37 -0.01 -0.07 -0.044
C -0.739 -0.554 -0.147 -0.19 -0.04 0.64 -0.052
C 0.614 -0.472 0.543 0.13 0.36 -0.84 -0.141
C 1.615 0.459 -0.177 -0.64 -0.39 0.41 -0.124
N 3.012 0.201 0.320 0.35 -0.72 -0.62 0.203
H -3.090 -0.300 -1.467 -0.14 -0.25 0.12 0.185
H -3.500 -0.799 0.090 -0.07 -0.09 -0.08 0.186
H -3.722 0.767 -0.404 -0.07 -0.05 0.10 0.182
H -1.706 1.301 0.433 0.21 -0.05 0.23 0.141
H -0.961 -1.500 -0.631 0.05 0.01 -0.12 0.137
H 0.991 -1.493 0.489 0.17 0.03 0.42 0.128
H 0.493 -0.136 1.572 -0.02 -0.25 0.07 0.135
H 1.603 0.260 -1.242 0.21 0.10 -0.17 0.142
H 1.384 1.504 0.009 0.09 0.06 -0.06 0.142
H 3.125 0.215 1.337 -0.07 0.46 -0.02 0.185
H 3.330 -0.741 0.041 -0.17 0.20 0.01 0.187
H 3.666 0.842 -0.142 0.07 0.14 0.40 0.187

---

Record 8
19
Properties=species:S:1:pos:R:3:forces:R:3:lowdin_charge:R:1 method="wB97M-V/def2-TZVPD" total_charge=-1 homo_energy_ev="1.2 / -5.3" multiplicity=2
N -1.303 0.292 -0.598 0.21 0.11 -0.46 0.016
C -0.149 -0.141 0.218 -0.22 0.21 -0.29 -0.455
C 1.121 -0.087 -0.642 -0.99 -0.98 -0.15 -0.190
C 1.045 -1.098 -1.774 0.13 0.41 -0.62 -0.302
O 0.156 -0.700 -2.819 -0.19 -0.16 0.48 -0.121
C 0.079 0.637 1.499 -1.36 0.22 0.82 -0.536
N -1.117 0.593 2.374 0.07 -0.35 -0.64 -0.089
H -1.274 1.294 -0.738 -0.10 0.20 0.08 0.047
H -2.182 0.068 -0.151 0.06 0.12 0.35 0.055
H -0.656 -0.458 -2.319 0.18 0.13 -0.26 0.043
H -0.465 -1.159 0.466 0.74 -0.18 0.19 0.127
H 1.244 0.917 -1.044 0.27 0.11 0.09 0.111
H 1.940 -0.398 -0.014 0.63 0.25 0.35 0.091
H 0.741 -2.049 -1.355 -0.22 -0.46 0.18 0.098
H 2.019 -1.274 -2.236 0.07 0.19 -0.05 0.101
H 0.934 0.244 2.055 0.19 -0.02 -0.22 0.039
H 0.234 1.695 1.281 0.43 -0.01 -0.28 0.044
H -1.444 1.537 2.563 0.06 -0.06 0.30 -0.047
H -0.924 0.088 3.234 0.02 0.27 0.11 -0.032

---

Record 9
19
Properties=species:S:1:pos:R:3:forces:R:3:lowdin_charge:R:1 method="wB97M-V/def2-TZVPD" total_charge=0 homo_energy_ev=-8.9 smiles=NCCCNCO
N 1.212 -1.646 -0.144 0.77 0.09 0.00 -0.008
C -0.234 -1.843 -0.408 1.17 0.70 -0.94 -0.273
C -1.083 -0.770 0.262 0.06 1.26 -1.64 -0.169
C -1.115 0.536 -0.636 0.13 -0.56 0.27 -0.213
N 0.078 1.397 -0.602 -1.23 -0.69 -0.53 -0.075
C 0.423 2.025 0.615 3.17 -1.94 0.31 -0.209
O 1.468 1.211 1.386 0.37 0.80 -0.63 -0.143
H 1.777 -1.649 -0.987 -0.29 -0.75 -0.23 0.063
H 1.490 -0.735 0.188 -0.64 0.27 0.62 0.014
H -0.473 -2.869 -0.172 -0.32 -0.19 0.44 0.092
H -0.319 -1.756 -1.505 -0.64 -0.11 0.24 0.102
H -0.609 -0.435 1.184 -0.55 -0.52 0.51 0.087
H -2.147 -1.030 0.323 0.40 -0.36 0.60 0.109
H -1.291 0.209 -1.681 0.10 0.35 0.46 0.112
H -1.984 1.136 -0.331 0.25 -0.02 -0.07 0.107
H 0.868 0.904 -1.013 -0.07 0.52 0.13 0.110
H 1.105 2.873 0.330 -1.34 -0.21 1.06 0.134
H -0.355 2.041 1.367 -0.66 1.19 -0.55 0.121
H 1.190 0.402 1.824 -0.67 0.17 -0.04 0.040

---

Record 10
19
Properties=species:S:1:pos:R:3:forces:R:3:lowdin_charge:R:1 method="wB97M-V/def2-TZVPD" total_charge=0 homo_energy_ev=-9.0 smiles=C[C@@H](CN)NCO
C 1.472 0.421 -0.738 -0.29 0.67 -2.25 -0.080
C 0.141 -0.183 -0.351 -1.84 -0.28 -0.49 -0.408
C 0.337 -1.487 0.441 -2.44 -2.03 -1.42 -0.278
N 0.940 -2.600 -0.316 3.00 0.20 -0.45 -0.033
N -0.639 0.700 0.581 -0.32 -0.45 1.24 -0.033
C -1.673 1.684 0.202 -1.59 -0.86 0.58 -0.270
O -2.070 2.762 1.125 3.26 -1.49 2.71 -0.130
H 1.972 0.897 0.091 -0.05 0.29 0.29 0.072
H 1.337 1.151 -1.627 0.33 -0.94 1.61 0.106
H 2.128 -0.372 -1.113 -0.04 0.16 -0.08 0.054
H -0.446 -0.547 -1.309 0.86 1.06 1.61 0.166
H -0.644 -1.857 0.959 1.37 0.68 -1.25 0.140
H 0.994 -1.379 1.245 1.18 0.63 1.36 0.090
H 1.928 -2.285 -0.528 -1.47 -0.81 0.51 0.071
H 0.693 -3.106 -1.185 -1.15 1.20 0.94 0.078
H -0.971 0.004 1.312 -0.13 1.83 -1.17 0.110
H -1.519 2.256 -0.663 1.45 0.16 -1.58 0.091
H -2.624 1.171 -0.029 0.09 -0.03 0.40 0.112
H -1.358 2.770 1.904 -2.23 -0.01 -2.56 0.138

---

What did the seventh record say?
18
Properties=species:S:1:pos:R:3:forces:R:3:lowdin_charge:R:1 method="wB97M-V/def2-TZVPD" total_charge=+2 homo_energy_ev=-18.9 smiles="[NH3+]/C=C/CC[NH3+]"
N -3.100 -0.044 -0.473 0.45 0.50 -0.43 0.222
C -1.720 0.316 -0.008 -0.37 -0.01 -0.07 -0.044
C -0.739 -0.554 -0.147 -0.19 -0.04 0.64 -0.052
C 0.614 -0.472 0.543 0.13 0.36 -0.84 -0.141
C 1.615 0.459 -0.177 -0.64 -0.39 0.41 -0.124
N 3.012 0.201 0.320 0.35 -0.72 -0.62 0.203
H -3.090 -0.300 -1.467 -0.14 -0.25 0.12 0.185
H -3.500 -0.799 0.090 -0.07 -0.09 -0.08 0.186
H -3.722 0.767 -0.404 -0.07 -0.05 0.10 0.182
H -1.706 1.301 0.433 0.21 -0.05 0.23 0.141
H -0.961 -1.500 -0.631 0.05 0.01 -0.12 0.137
H 0.991 -1.493 0.489 0.17 0.03 0.42 0.128
H 0.493 -0.136 1.572 -0.02 -0.25 0.07 0.135
H 1.603 0.260 -1.242 0.21 0.10 -0.17 0.142
H 1.384 1.504 0.009 0.09 0.06 -0.06 0.142
H 3.125 0.215 1.337 -0.07 0.46 -0.02 0.185
H 3.330 -0.741 0.041 -0.17 0.20 0.01 0.187
H 3.666 0.842 -0.142 0.07 0.14 0.40 0.187